No. 1
Here is a structure of composition C6H18AlFO3 in a non-equilibrium geometry from the Open Molecules 2025 dataset. Energies are from the ωB97M-V functional and the def2-TZVPD basis.

Properties
energy above the lowest of the compared OMol25 structures with the same formula, charge and spin	46.6	kcal/mol
gap between HOMO and LUMO	3.654	eV
DFT total energy	-21945.6118	eV
E_HOMO	-18.1	eV
net charge	+2

Each line ends with the Mulliken charge.
Positions of all 29 atoms, in Å:
Al1 0.153 2.011 0.049  1.478
F1 -0.562 3.817 2.022  -0.307
C1 3.521 -0.315 -2.479  -0.996
C2 3.494 0.718 -1.337  -0.198
O1 2.445 0.278 -0.437  -0.366
H1 2.576 -0.372 -3.017  0.238
H2 3.785 -1.305 -2.109  0.384
H3 4.258 0.016 -3.216  0.356
H4 3.216 1.678 -1.765  0.307
H5 4.427 0.790 -0.782  0.281
H6 2.720 -0.566 -0.049  0.283
C3 -2.840 1.590 3.474  -1.088
C4 -3.073 1.701 2.000  -0.173
O2 -2.147 0.814 1.309  -0.356
H7 -3.491 2.281 4.017  0.366
H8 -1.830 1.805 3.829  0.299
H9 -3.122 0.622 3.903  0.411
H10 -2.897 2.701 1.600  0.314
H11 -4.094 1.431 1.684  0.304
H12 -2.386 -0.091 1.555  0.292
C5 0.030 -2.912 -1.219  -1.092
C6 -1.016 -1.896 -0.841  -0.192
O3 -0.604 -0.545 -1.138  -0.401
H13 -0.316 -3.925 -1.006  0.352
H14 0.935 -2.798 -0.614  0.242
H15 0.360 -2.922 -2.260  0.399
H16 -1.228 -1.931 0.228  0.254
H17 -1.976 -2.103 -1.331  0.320
H18 -0.339 -0.573 -2.069  0.291

Forces on atoms 1 to 3 (eV/Å):
-0.89 -0.87 2.33
0.66 -1.82 -2.04
0.36 0.30 0.11

***

No. 2
Here is a cluster of 2 separate species, C2H6BrFSi in total in a non-equilibrium geometry from the Open Molecules 2025 dataset. Energies are from the ωB97M-V functional and the def2-TZVPD basis.

Properties
energy above the lowest of the compared OMol25 structures with the same formula, charge and spin	95.0	kcal/mol
gap between HOMO and LUMO (spin up / spin down)	8.308 / 7.733	eV
DFT total energy	-82808.1817	eV
E_HOMO (spin up / spin down)	-8.4 / -9.2	eV

Each line ends with the Mulliken charge.
Positions of all 11 atoms, in Å:
C1 1.597 -1.915 1.547  -0.851
C2 -1.101 0.870 -0.679  -0.913
F1 0.163 -0.250 -2.992  -0.245
Si1 0.337 0.903 -1.831  0.465
Br1 0.485 2.833 -3.183  -0.282
H1 0.966 -1.994 0.745  0.278
H2 1.332 -1.295 2.360  0.273
H3 2.372 -2.629 1.660  0.303
H4 -1.004 1.256 0.337  0.358
H5 -1.898 1.455 -1.184  0.310
H6 -1.616 -0.139 -0.546  0.303

Forces on atoms 1 to 3 (eV/Å):
0.90 -0.05 1.10
-2.30 -0.90 0.14
-0.07 0.67 1.02

***

No. 3
Here is a cluster of 9 separate species, C2H20O10 in total in a non-equilibrium geometry from the Open Molecules 2025 dataset. Energies are from the ωB97M-V functional and the def2-TZVPD basis.

Properties
SMILES	CC(=O)O.O.O.O.O.O.O.O.O
energy above the lowest of the compared OMol25 structures with the same formula, charge and spin	0.0	kcal/mol
gap between HOMO and LUMO	11.114	eV
DFT total energy	-22874.9098	eV
E_HOMO	-10.9	eV

Each line ends with the Mulliken charge.
Positions of all 32 atoms, in Å:
C1 -2.235 0.645 0.345  -0.525
C2 -2.555 -0.615 -0.328  0.661
O1 -2.680 -1.701 0.170  -0.589
O2 -2.734 -0.428 -1.648  -0.435
H1 -1.321 0.555 0.939  -0.052
H2 -2.996 0.972 1.060  0.365
H3 -2.080 1.538 -0.250  0.245
H4 -2.947 -1.257 -2.094  0.343
O3 1.993 0.330 2.612  -0.653
H5 1.445 0.993 3.095  0.401
H6 2.661 0.041 3.256  0.266
O4 0.271 1.779 -1.436  -0.639
H7 -0.401 1.399 -2.015  0.300
H8 1.078 1.252 -1.523  0.305
O5 1.720 -2.126 -1.545  -0.687
H9 2.288 -2.900 -1.584  0.274
H10 1.440 -1.933 -0.621  0.477
O6 0.069 2.006 3.611  -0.717
H11 -0.603 1.318 3.638  0.327
H12 0.223 2.230 2.680  0.372
O7 2.816 0.334 -0.987  -0.710
H13 3.654 -0.112 -1.173  0.267
H14 2.153 -0.351 -1.200  0.427
O8 0.851 2.962 0.912  -0.704
H15 1.633 2.396 0.903  0.305
H16 0.504 2.835 0.013  0.416
O9 -0.622 -2.041 -3.025  -0.622
H17 -0.001 -1.320 -2.838  0.293
H18 -0.380 -2.665 -2.335  0.323
O10 0.923 -1.695 0.976  -0.750
H19 -0.025 -1.539 0.863  0.323
H20 1.206 -1.017 1.611  0.391

Forces on atoms 1 to 3 (eV/Å):
0.54 1.73 1.58
-0.69 -0.63 -1.36
0.33 -0.10 0.55

***

No. 4
Here is a cluster of 4 separate species, C4H15NO3 in total in a non-equilibrium geometry from the Open Molecules 2025 dataset. Energies are from the ωB97M-V functional and the def2-TZVPD basis.

Properties
SMILES	C/C=C/NC.O.O.O
energy above the lowest of the compared OMol25 structures with the same formula, charge and spin	48.0	kcal/mol
gap between HOMO and LUMO	9.966	eV
DFT total energy	-12022.1380	eV
E_HOMO	-9.2	eV

Each line ends with the Mulliken charge.
Positions of all 23 atoms, in Å:
C1 0.402 -2.777 0.201  -0.966
C2 0.087 -1.356 0.738  -0.415
C3 -1.161 -0.807 0.741  -0.332
N1 -1.365 0.669 0.787  -0.124
C4 -1.994 1.183 -0.457  -0.721
H1 1.394 -2.757 -0.255  0.320
H2 -0.342 -2.943 -0.578  0.328
H3 0.313 -3.640 0.935  0.316
H4 0.854 -0.575 0.955  0.228
H5 -2.001 -1.503 0.694  0.335
H6 -1.692 1.033 1.639  0.289
H7 -2.845 0.412 -0.783  0.282
H8 -1.204 1.375 -1.245  0.212
H9 -2.601 2.153 -0.290  0.311
O1 2.685 0.927 -0.977  -0.709
H10 2.212 1.569 -0.459  0.352
H11 2.971 1.286 -1.877  0.324
O2 1.278 2.497 1.677  -0.680
H12 0.457 2.124 1.260  0.322
H13 1.325 2.120 2.525  0.301
O3 0.207 -0.256 -2.106  -0.665
H14 0.963 0.185 -1.738  0.363
H15 0.056 -0.920 -1.388  0.327

Forces on atoms 1 to 3 (eV/Å):
-0.51 0.32 1.23
-1.15 1.29 0.02
1.62 0.37 0.43